(1)
59
Properties=species:S:1:pos:R:3:mulliken_charge:R:1 method="wB97M-V/def2-TZVPD" max_force_ev_per_a=0.43 lumo_ha=0.005 e_homo_ev=-7.584 gap_ev=7.728 molar_mass_g_mol=543.7
K 0.73342 -0.04720 -0.26274 0.87
N -0.12977 -7.77157 -4.52349 -0.58
C -0.02090 -6.49563 -3.96890 1.09
C -1.14627 -5.68048 -3.84189 -0.74
C -1.04795 -4.43693 -3.24528 -0.32
C 0.17693 -3.99336 -2.77460 -0.19
C 1.30345 -4.79357 -2.89222 -0.58
C 1.20584 -6.03892 -3.48408 -0.81
S 0.31331 -2.42113 -1.98491 1.59
O -0.90995 -1.68091 -2.25984 -0.77
O 1.52952 -1.78238 -2.46424 -0.83
N 0.53912 -2.60147 -0.43549 -0.64
C -0.44034 -2.98852 0.41874 0.52
N -1.40957 -3.84028 0.03738 -0.40
C -2.30039 -4.18521 0.95229 -0.13
C -2.27314 -3.71098 2.25286 -0.63
C -1.25183 -2.82287 2.54250 -0.08
N -0.33784 -2.44603 1.65959 -0.49
H -0.90508 -7.89128 -5.15515 0.23
H 0.72694 -8.13960 -4.90436 0.23
H -2.10475 -6.02964 -4.20796 0.26
H -1.91701 -3.80386 -3.13396 0.44
H 2.25568 -4.43359 -2.52452 0.43
H 2.08440 -6.66704 -3.57414 0.27
H -3.07349 -4.87493 0.62537 0.41
H -3.00498 -4.00592 2.98973 0.36
H -1.16380 -2.38621 3.53351 0.40
O 3.69958 -1.81541 0.91100 -0.14
C 3.64347 -0.73718 0.60962 0.08
C 2.05922 5.31616 -1.84587 -1.43
C 0.89154 5.01362 -0.94598 0.87
C 0.74878 5.63454 0.28886 -0.78
C -0.33429 5.36486 1.11401 -0.22
C -1.28425 4.43264 0.72476 -0.08
N -2.38538 4.08626 1.55113 -0.05
C -2.46244 4.04398 2.92239 0.21
O -3.52111 4.19447 3.50073 -0.68
N -1.30130 3.83529 3.65207 -0.07
C -0.11772 3.15966 3.31090 0.06
C 1.04164 3.41369 4.03161 -0.48
C 2.20572 2.75260 3.68693 -0.71
C 2.18677 1.88417 2.60828 -0.32
N 1.08101 1.63006 1.90953 0.07
C -0.04695 2.22908 2.27999 -0.21
C -1.16112 3.81016 -0.51314 -0.28
C -0.09123 4.10717 -1.33964 -0.77
H 2.76249 5.99391 -1.36438 0.35
H 1.72504 5.78102 -2.77477 0.33
H 2.59581 4.40452 -2.11256 0.31
H 1.49144 6.35499 0.61013 0.33
H -0.43612 5.87118 2.06474 0.46
H -3.30458 4.15899 1.14277 0.26
H -1.49019 3.93505 4.63759 0.26
H 1.02402 4.12963 4.84459 0.47
H 3.12410 2.92324 4.23098 0.39
H 3.08897 1.37947 2.28715 0.26
H -0.94332 1.97524 1.72663 0.62
H -1.90812 3.08661 -0.81939 0.50
H -0.01305 3.61984 -2.30484 0.46

=====

(2)
50
Properties=species:S:1:pos:R:3:mulliken_spin:R:1 method="wB97M-V/def2-TZVPD" multiplicity=5 s2=6.0093 max_force_ev_per_a=1.90 lumo_ha="0.006 / -0.012" e_homo_ev="-7.843 / -7.887" gap_ev="8.016 / 7.547" molar_mass_g_mol=423.4
Fe 0.26235 0.48343 -0.51248 3.81
C 1.27453 -3.79196 0.83645 0.00
C 1.40657 -2.82294 -0.33099 -0.01
C 1.61769 -2.55192 -2.85521 0.00
O 0.18243 -2.11664 -0.53819 0.01
C 2.05260 -0.56480 0.33802 -0.03
O 1.11663 -0.51887 1.19681 0.06
O 2.52249 0.44235 -0.25265 0.03
H 0.49991 -4.53092 0.62666 0.00
H 1.01609 -3.23554 1.73938 0.00
H 2.22118 -4.29941 1.00136 0.00
H 0.70031 -2.69352 -3.42502 0.00
H 2.46399 -2.69836 -3.52175 0.00
H 1.64549 -1.51779 -2.50705 0.00
H -0.14825 -1.87193 0.33774 0.00
C -3.13404 -1.77834 -0.89587 0.00
C -3.19975 -0.36761 -0.37874 0.00
C -4.39541 0.17893 0.05986 0.01
C -4.38459 1.47465 0.57211 0.00
C -3.21040 2.19053 0.63006 0.02
C -2.02543 1.58999 0.16036 -0.07
N -2.06027 0.32265 -0.33376 0.00
N -0.79958 2.14336 0.11786 0.13
Si -0.15146 3.47431 1.02010 0.02
C 1.61217 3.65778 0.39629 0.00
C -0.25236 3.08407 2.86585 0.00
C -1.05766 5.11479 0.74631 0.00
H -3.90886 -1.95542 -1.64139 0.00
H -3.29843 -2.47918 -0.07482 0.00
H -2.15482 -1.97362 -1.32855 0.00
H -5.31108 -0.39281 0.00425 0.00
H -5.30632 1.92205 0.92355 0.00
H -3.17949 3.19965 1.01300 0.00
H 2.21667 2.78773 0.65577 0.00
H 2.09366 4.54546 0.81212 0.00
H 1.62077 3.75090 -0.69249 0.00
H 0.14396 2.08693 3.06975 0.00
H -1.28912 3.10804 3.21001 0.00
H 0.31140 3.80424 3.46326 0.00
H -1.13430 5.36137 -0.31501 0.00
H -0.51515 5.92611 1.23795 0.00
H -2.06733 5.10680 1.16109 0.00
S 3.23503 -4.45187 -1.61439 0.00
C 4.24815 -3.09512 -1.15329 0.00
C 3.77303 -2.01289 -0.54045 0.00
N 2.46804 -1.83978 -0.08708 0.00
C 1.67058 -3.53330 -1.67380 0.00
H 5.28964 -3.19111 -1.41754 0.00
H 4.41040 -1.16690 -0.32671 0.00
H 0.90833 -4.30356 -1.77874 0.00

=====

(3)
20
Properties=species:S:1:pos:R:3:mulliken_charge:R:1 method="wB97M-V/def2-TZVPD" max_force_ev_per_a=1.68 lumo_ha="0.010 / -0.009" e_homo_ev="-8.503 / -8.078" gap_ev="8.762 / 7.829" molar_mass_g_mol=120.2
C 0.08648 0.20314 0.57180 0.98
C -2.79988 0.10485 -0.11149 -0.64
C 0.58746 0.53649 -1.69842 -0.78
C -0.34978 -0.61485 1.73076 -1.65
N 0.00691 -0.26171 -0.68160 -0.48
N 2.97513 -0.26049 -0.28415 -0.41
O 2.01514 -0.67454 0.55076 -0.31
O -1.64328 0.87772 -0.24335 -0.40
H 0.46384 1.20399 0.76874 0.37
H 3.50596 -1.03573 -0.67438 0.22
H 3.56919 0.46654 0.10962 0.22
H -2.85778 -0.69353 -0.86220 0.25
H -2.91239 -0.34840 0.88430 0.24
H -3.66424 0.76790 -0.26520 0.26
H 0.16848 0.27336 -2.66789 0.29
H 1.67680 0.28231 -1.68832 0.39
H 0.51258 1.61328 -1.51600 0.32
H 0.52023 -0.83370 2.35206 0.41
H -1.07005 -0.05541 2.32965 0.34
H -0.79080 -1.55122 1.39534 0.36

=====

(4)
10
Properties=species:S:1:pos:R:3:mulliken_charge:R:1 method="wB97M-V/def2-TZVPD" max_force_ev_per_a=4.99 lumo_ha=0.012 smiles="ONC(=S)NO" e_homo_ev=-8.509 gap_ev=8.843 molar_mass_g_mol=108.1
C -0.03289 -0.20397 -0.38894 0.37
H 0.02246 2.60891 0.66486 0.36
H -0.28274 1.56647 -1.51354 0.23
H -0.06969 -1.74632 0.99441 0.25
H -0.88097 0.37176 2.11375 0.40
N -0.23952 1.09377 -0.60363 -0.07
N -0.24690 -0.65403 0.89877 -0.30
O -0.76090 2.07163 0.39664 -0.46
O 0.08837 -0.01736 2.17900 -0.38
S 0.63709 -1.31808 -1.41231 -0.41

=====

(5)
17
Properties=species:S:1:pos:R:3:mulliken_charge:R:1 method="wB97M-V/def2-TZVPD" max_force_ev_per_a=0.57 lumo_ha=0.044 smiles=CCC1CNC1 e_homo_ev=-8.968 gap_ev=10.160 molar_mass_g_mol=85.2
C 2.41867 0.32761 0.05841 -1.18
C 1.28220 -0.62869 -0.27136 -0.58
C -0.01382 -0.21968 0.40193 0.14
C -0.72139 1.05687 -0.09817 -0.55
C -1.32082 -0.94285 0.01853 -0.49
H 3.34991 0.05418 -0.44196 0.36
H 2.62816 0.33487 1.13119 0.32
H 2.17171 1.36516 -0.23246 0.28
H 1.56672 -1.64890 0.01255 0.29
H 1.12289 -0.66699 -1.36149 0.30
H 0.10690 -0.18216 1.50478 0.24
H -0.58498 1.97800 0.47558 0.32
H -0.46589 1.26505 -1.14909 0.28
H -2.66323 0.50577 -0.71737 0.22
H -1.73214 -1.70384 0.69914 0.29
H -1.24909 -1.39003 -0.99542 0.27
N -2.01715 0.36133 0.05978 -0.52